Entry 1:
A molecular structure, C15H23NO3S at a distorted geometry. Source: the OMol25 dataset; level of theory: wB97M-V/def2-TZVPD.

Geometry as XYZ:
```
43
C15H23NO3S wB97M-V/def2-TZVPD
C -2.464 -2.717 1.788
H -2.699 -3.167 0.757
H -1.852 -3.380 2.279
H -3.313 -2.346 2.229
O -1.520 -1.887 1.297
C -2.097 -0.660 0.904
C -1.925 -0.489 -0.335
C -2.270 0.823 -1.239
C -2.951 1.816 -0.483
C -3.075 1.527 0.961
C -2.754 0.610 1.609
H -2.964 0.356 2.545
H -3.596 2.149 1.440
C -3.323 3.152 -0.999
H -3.308 2.966 -2.246
H -2.772 3.856 -0.600
H -4.327 3.146 -0.690
H -2.097 0.853 -2.093
S -0.957 -1.556 -1.534
O -1.877 -2.810 -1.217
O -0.899 -1.161 -2.884
N 0.278 -1.892 -0.586
H 0.197 -2.511 0.074
C 1.166 -0.817 -0.145
C 2.460 -1.241 0.170
H 2.252 -2.308 0.914
H 3.249 -1.858 -0.308
C 3.037 -0.277 1.428
C 3.686 0.715 1.000
C 3.021 1.529 -0.070
C 2.825 0.940 -1.520
H 2.736 1.530 -2.410
C 1.583 0.009 -1.540
H 0.671 0.482 -1.791
H 1.612 -0.781 -2.401
H 3.740 0.417 -1.608
H 3.571 2.497 -0.496
H 2.011 1.869 0.527
H 4.031 1.448 1.735
H 4.573 0.524 0.521
H 3.752 -1.060 2.290
H 2.024 -0.003 2.301
H 0.565 -0.291 0.429
```

As for the multiplicity: 1. The calculation puts the frontier orbital gap at 9.44 eV. The LUMO energy is 0.57 eV.

=====

Entry 2:
2 unconnected molecules or ions with the total composition C12H7FO6 at a distorted geometry. Source: the OMol25 dataset; level of theory: wB97M-V/def2-TZVPD.

Geometry as XYZ:
```
26
C12H7FO6 wB97M-V/def2-TZVPD
O 0.085 3.538 -1.275
C 1.272 2.938 -1.166
C 1.530 1.362 -0.762
C 2.663 1.113 0.218
C 3.544 2.436 0.737
O 4.020 2.506 1.983
C 3.755 3.614 -0.425
F 5.020 4.383 -0.470
C 2.637 3.865 -1.405
H 0.847 0.508 -1.191
H 2.909 0.023 0.567
H 2.734 4.665 -2.277
C -2.211 -2.620 1.769
C -1.056 -2.231 1.224
C -0.982 -1.780 -0.193
O 0.089 -1.410 -0.660
C -2.220 -1.802 -0.988
C -3.374 -2.195 -0.445
C -3.452 -2.619 0.980
O -4.531 -2.958 1.456
O -4.540 -2.220 -1.188
O 0.115 -2.232 1.959
H -2.279 -2.949 2.798
H -2.149 -1.489 -2.022
H -5.235 -2.539 -0.571
H 0.809 -1.908 1.344
```

The SMILES is O=C1C=C(O)C(=O)C=C1O.O=C1C=CC(=O)C(F)=C1. As for the multiplicity: 1. The calculation puts the frontier orbital gap at 8.17 eV. The LUMO energy is -2.06 eV.

=====

Entry 3:
A molecular structure, C17H17Br3N3O5 at a distorted geometry. Source: the OMol25 dataset; level of theory: wB97M-V/def2-TZVPD.

Geometry as XYZ:
```
45
C17H17Br3N3O5 wB97M-V/def2-TZVPD
C -0.768 -1.053 -4.378
C -1.626 -2.409 -4.243
Br -0.385 -3.971 -4.421
C -2.285 -2.511 -2.779
C -1.457 -1.698 -1.640
C -2.192 -0.505 -0.973
N -1.597 0.271 0.064
C -0.267 -0.157 0.397
C 0.460 0.632 1.566
C -0.197 1.844 2.366
C -0.890 2.963 1.451
C -2.389 3.244 2.044
C -3.536 2.462 1.249
O -4.034 1.398 1.744
O -4.086 2.877 -0.006
C 1.909 0.188 2.018
O 2.669 0.818 3.100
N 3.645 1.681 2.622
O 3.437 2.038 1.493
C 2.608 -1.027 1.322
C 4.078 -1.488 1.829
C 4.824 -2.465 0.808
O 5.136 -3.617 1.223
Br 5.287 -1.852 -1.050
C 1.862 -1.744 0.182
C 0.407 -1.356 -0.314
N -0.137 -2.166 -1.372
H -1.381 -0.122 -4.066
H -0.445 -0.956 -5.484
H 0.222 -1.123 -3.784
H -2.424 -2.413 -5.074
H -2.308 -3.605 -2.417
H -3.386 -2.152 -2.757
H -3.268 -0.238 -1.275
H -0.894 1.402 3.171
H 0.646 2.380 2.954
H -0.343 3.983 1.499
H -0.931 2.698 0.330
H -2.467 2.880 3.140
H -2.637 4.369 2.086
H -4.326 2.031 -0.467
H 3.901 -2.078 2.808
H 4.730 -0.586 2.136
H 2.397 -2.621 -0.334
Br 2.437 3.752 3.233
```

As for the multiplicity: 1. As for the net charge: -1. The calculation puts the frontier orbital gap at 5.43 eV. The LUMO energy is 1.16 eV.

=====

Entry 4:
A molecular structure, CH2O3P2 at a distorted geometry. Source: the OMol25 dataset; level of theory: wB97M-V/def2-TZVPD.

Geometry as XYZ:
```
8
CH2O3P2 wB97M-V/def2-TZVPD
C -1.362 0.409 0.057
O 1.489 -1.366 1.126
O 1.218 0.960 0.361
O 0.947 -0.998 -1.351
P 1.163 -0.530 -0.025
P -0.369 1.666 -0.369
H -2.398 0.387 -0.148
H -0.688 -0.528 0.349
```

As for the multiplicity: 1. The calculation puts the frontier orbital gap at 9.90 eV. The LUMO energy is -1.15 eV.

=====

Entry 5:
A molecular structure, C16H33N4S8Ti. Source: the OMol25 dataset; level of theory: wB97M-V/def2-TZVPD.

Geometry as XYZ:
```
62
C16H33N4S8Ti wB97M-V/def2-TZVPD
Ti -0.068 0.054 -0.860
N -1.904 -1.221 -1.523
C -1.635 -2.667 -1.653
C -0.405 -3.029 -0.842
N 0.731 -2.132 -1.121
C 1.783 -2.363 -0.107
C 2.806 -1.245 -0.113
N 2.117 0.051 -0.081
C 1.274 -2.351 -2.485
C 0.680 -1.439 -3.552
N 0.638 -0.061 -3.059
H -2.497 -1.082 -0.705
H -2.433 -0.890 -2.322
H -1.491 -2.917 -2.701
H -2.480 -3.265 -1.303
H -0.136 -4.076 -1.027
H -0.642 -2.932 0.220
H 2.268 -3.336 -0.248
H 1.291 -2.381 0.868
H 3.421 -1.276 -1.013
H 3.488 -1.377 0.729
H 2.670 0.768 -0.536
H 1.986 0.377 0.874
H 1.156 -3.401 -2.774
H 2.346 -2.159 -2.448
H -0.338 -1.728 -3.805
H 1.274 -1.547 -4.464
H 0.060 0.534 -3.641
H 1.558 0.375 -3.072
C -1.238 -1.269 2.742
C -2.759 -1.339 2.859
S -3.723 -1.268 1.328
C -4.450 0.402 1.361
C -4.179 1.256 0.131
S -2.477 1.743 -0.262
C -1.867 2.478 1.267
C -1.384 1.539 2.373
S -0.479 0.074 1.781
H -0.856 -2.179 2.278
H -0.821 -1.233 3.750
H -3.144 -0.572 3.529
H -3.004 -2.292 3.329
H -4.114 0.905 2.264
H -5.529 0.276 1.454
H -4.761 2.175 0.219
H -4.535 0.751 -0.770
H -2.628 3.152 1.668
H -1.034 3.087 0.920
H -2.206 1.177 2.983
H -0.714 2.096 3.027
C 3.122 3.096 2.789
S 1.818 3.365 1.564
C 2.689 3.157 0.051
C 2.056 2.845 -1.094
S 0.349 2.575 -1.351
S 3.109 2.627 -2.480
C 4.636 2.887 -1.691
S 6.084 2.760 -2.423
S 4.432 3.311 -0.015
H 2.620 3.098 3.755
H 3.857 3.898 2.781
H 3.612 2.135 2.644
```

As for the multiplicity: 3. As for the net charge: +1. The calculation puts the frontier orbital gap (spin up / spin down) at 7.07 / 7.35 eV. The LUMO energy (spin up / spin down) is -2.20 / -2.21 eV.

=====

Entry 6:
2 unconnected molecules or ions with the total composition C4H13N3O at a distorted geometry. Source: the OMol25 dataset; level of theory: wB97M-V/def2-TZVPD.

Geometry as XYZ:
```
21
C4H13N3O wB97M-V/def2-TZVPD
C 2.351 0.112 -0.300
C 1.140 1.041 -0.663
C -0.134 0.212 -0.359
C -0.952 -0.203 -1.376
N -1.889 -1.294 -1.166
N -0.363 0.156 0.993
N 2.445 -0.154 1.204
H 2.214 -0.873 -0.823
H 3.373 0.486 -0.617
H 1.170 1.327 -1.715
H 1.266 1.913 -0.002
H -0.702 0.042 -2.439
H -2.288 -1.218 -0.284
H -2.667 -1.275 -1.828
H 0.328 -0.188 1.567
H -1.325 0.250 1.177
H 3.348 -0.601 1.484
H 1.742 -0.840 1.437
H -2.683 1.044 1.362
H -3.182 -0.207 0.730
O -3.191 0.268 1.619
```

The SMILES is N/C=C(\N)CCN.O. As for the multiplicity: 1. The calculation puts the frontier orbital gap at 8.36 eV. The LUMO energy is 0.75 eV.